1.
DFT (the ωB97M-V functional and the def2-TZVPD basis) results for a structure of composition C51H43N8P2Se2Zr in a non-equilibrium geometry.

XYZ file:
```
107
Properties=species:S:1:pos:R:3
Zr -1.188 -0.942 -1.513
C -1.999 -3.996 -1.774
N -1.310 -2.955 -2.583
C 0.058 -3.409 -2.936
C 0.932 -2.263 -3.358
C 2.062 -2.472 -4.118
C 2.874 -1.392 -4.421
C 2.517 -0.129 -3.966
C 1.371 0.008 -3.221
N 0.587 -1.043 -2.910
C -2.121 -2.620 -3.777
C -3.380 -1.893 -3.346
C -4.479 -1.823 -4.172
C -5.613 -1.158 -3.724
C -5.609 -0.593 -2.455
C -4.466 -0.692 -1.691
N -3.361 -1.318 -2.123
C -1.727 -3.804 -0.312
C -1.453 -4.877 0.507
C -1.264 -4.663 1.864
C -1.398 -3.374 2.354
C -1.679 -2.355 1.473
N -1.831 -2.536 0.146
H -1.700 -4.990 -2.102
H -3.071 -3.909 -1.931
H 0.032 -4.170 -3.717
H 0.504 -3.851 -2.045
H 2.306 -3.468 -4.465
H 3.771 -1.531 -5.011
H 3.118 0.741 -4.190
H 1.056 0.970 -2.848
H -2.390 -3.517 -4.336
H -1.534 -1.984 -4.440
H -4.457 -2.292 -5.149
H -6.494 -1.099 -4.351
H -6.479 -0.085 -2.061
H -4.427 -0.269 -0.696
H -1.381 -5.873 0.088
H -1.018 -5.486 2.524
H -1.254 -3.151 3.401
H -1.791 -1.349 1.842
Se 1.935 -2.815 4.124
P 2.758 -1.183 3.086
C 2.696 0.353 4.042
C 1.686 0.490 4.996
C 1.672 1.588 5.843
C 2.673 2.548 5.751
C 3.686 2.408 4.813
C 3.706 1.312 3.961
C 4.428 -1.356 2.451
C 5.284 -2.270 3.051
C 6.597 -2.367 2.610
C 7.047 -1.557 1.578
C 6.187 -0.645 0.974
C 4.876 -0.543 1.408
C 1.770 -1.010 1.541
C 0.754 -0.223 1.023
N 0.328 -0.894 -0.091
N 1.042 -2.009 -0.244
N 1.907 -2.091 0.708
P -0.055 1.377 1.239
Se -0.892 1.730 -0.762
C 1.139 2.639 1.614
C 2.362 2.568 0.939
C 3.277 3.596 1.074
C 2.972 4.691 1.875
C 1.757 4.761 2.543
C 0.827 3.740 2.409
C -1.381 1.353 2.468
C -2.717 1.192 2.095
C -3.713 1.169 3.056
C -3.385 1.323 4.399
C -2.060 1.484 4.776
C -1.057 1.500 3.817
H 0.952 -0.300 5.104
H 0.905 1.676 6.604
H 2.681 3.387 6.436
H 4.481 3.143 4.762
H 4.524 1.193 3.262
H 4.921 -2.902 3.853
H 7.270 -3.077 3.074
H 8.073 -1.633 1.238
H 6.542 -0.013 0.168
H 4.200 0.168 0.940
H 2.585 1.716 0.304
H 4.226 3.547 0.555
H 3.686 5.502 1.973
H 1.526 5.616 3.165
H -0.134 3.820 2.901
H -2.973 1.111 1.053
H -4.749 1.045 2.768
H -4.166 1.331 5.150
H -1.803 1.603 5.822
H -0.025 1.614 4.120
N -1.753 0.421 -3.348
C -2.253 1.383 -3.744
C -2.861 2.537 -4.301
C -2.294 3.793 -4.040
C -2.909 4.923 -4.540
C -4.069 4.804 -5.298
C -4.621 3.555 -5.570
C -4.024 2.416 -5.072
H -1.384 3.869 -3.459
H -2.483 5.899 -4.349
H -4.547 5.695 -5.689
H -5.513 3.478 -6.176
H -4.434 1.437 -5.285
```

Summary:
Gap between HOMO and LUMO (eV): 5.26
HOMO energy (eV): -13.78
Total energy (hartree): -7939.27480
Net charge: +3

Mulliken population analysis, charges in e, atoms 1 to 6: -0.852, -1.047, 0.748, -1.030, 0.655, -1.065

2.
DFT (the ωB97M-V functional and the def2-TZVPD basis) results for a structure of composition C51H44BiCl2N5O7S2Te.

XYZ file:
```
113
Properties=species:S:1:pos:R:3
Bi 0.662 1.403 -0.303
C 3.423 -2.031 5.576
C 2.700 -1.609 4.326
C 2.572 -2.450 3.224
C 1.863 -2.083 2.083
C 1.874 -3.064 0.936
O 2.949 -3.434 0.509
C 0.600 -3.631 0.419
C -0.580 -3.533 1.152
C -1.721 -4.196 0.724
C -1.696 -4.955 -0.442
C -0.522 -5.046 -1.179
C 0.621 -4.392 -0.749
C 1.288 -0.814 1.992
O 0.596 -0.450 0.917
C 1.473 0.059 3.062
C 2.150 -0.335 4.210
C 1.094 1.486 2.878
N 1.822 2.241 2.148
C 3.111 1.674 1.739
C 3.900 2.631 0.866
Te 5.845 1.854 0.417
C 5.222 0.365 -0.944
C 4.967 0.698 -2.273
C 4.662 -0.298 -3.191
C 4.611 -1.628 -2.786
C 4.848 -1.960 -1.462
C 5.153 -0.965 -0.540
C -0.080 2.043 3.608
C -0.452 3.379 3.458
C -1.502 3.905 4.188
C -2.180 3.112 5.108
C -1.813 1.786 5.273
C -0.781 1.250 4.514
H 3.818 -3.041 5.479
H 2.755 -2.011 6.439
H 4.257 -1.362 5.793
H 3.030 -3.432 3.239
H -0.590 -2.957 2.070
H -2.638 -4.132 1.297
H -2.593 -5.452 -0.785
H -0.502 -5.644 -2.081
H 1.550 -4.474 -1.297
H 2.272 0.382 5.016
H 3.034 0.689 1.261
H 3.680 1.500 2.657
H 4.082 3.562 1.404
H 3.397 2.871 -0.068
H 5.045 1.727 -2.599
H 4.491 -0.040 -4.228
H 4.390 -2.404 -3.506
H 4.800 -2.991 -1.135
H 5.337 -1.231 0.493
H 0.102 3.998 2.770
H -1.785 4.941 4.054
H -2.982 3.533 5.702
H -2.328 1.166 5.994
H -0.513 0.208 4.633
Cl -2.809 2.170 -3.977
C -2.177 3.468 -3.026
C -2.631 4.775 -3.271
C -2.156 5.821 -2.537
Cl -2.723 7.427 -2.867
C -1.196 5.605 -1.518
C -0.624 6.624 -0.728
C 0.301 6.307 0.226
C 0.658 4.961 0.407
N 0.146 3.989 -0.311
C -0.763 4.282 -1.278
C -1.249 3.179 -2.044
O -0.840 1.948 -1.826
H -3.361 4.942 -4.050
H -0.923 7.650 -0.893
H 0.759 7.070 0.839
H 1.371 4.666 1.168
O -2.979 -6.633 -3.128
S -3.917 -5.768 -3.840
O -4.790 -6.425 -4.779
O -4.531 -4.751 -3.010
C -2.656 -4.865 -4.810
N -2.069 -5.455 -5.854
C -0.920 -4.935 -6.257
C -0.299 -3.878 -5.601
C -1.031 -3.297 -4.582
N -2.229 -3.748 -4.237
C -0.532 -2.230 -3.681
C -1.159 -2.120 -2.444
C -0.701 -1.198 -1.543
N 0.310 -0.365 -1.823
C 0.908 -0.446 -3.010
C 0.524 -1.371 -3.964
H -0.455 -5.400 -7.120
H 0.703 -3.564 -5.860
H -1.994 -2.770 -2.218
H -1.117 -1.139 -0.545
H 1.708 0.257 -3.199
H 1.044 -1.411 -4.911
C -3.418 -0.397 3.115
C -3.280 0.927 2.379
S -2.442 0.683 0.794
O -1.243 1.649 0.874
C -3.593 1.462 -0.355
C -3.836 2.940 -0.080
H -3.855 -0.221 4.097
H -2.446 -0.872 3.255
H -4.062 -1.090 2.575
H -2.643 1.633 2.913
H -4.245 1.391 2.186
H -4.495 0.849 -0.291
H -3.143 1.298 -1.336
H -4.590 3.101 0.689
H -4.182 3.423 -0.993
H -2.912 3.432 0.228
```

Summary:
Gap between HOMO and LUMO (eV): 6.26
HOMO energy (eV): -7.54
Total energy (hartree): -4969.69069

Mulliken population analysis, charges in e, atoms 1 to 6: 1.594, -1.447, 0.284, -0.987, 0.943, -0.425